The following is a quantum chemistry calculation of a structure of composition C36H36F3N4OP2SW, from the OMol25 dataset.

Properties
E_tot   -85293.8963 eV
Frontier orbital gap   7.1 eV
HOMO   -16.58 eV
LUMO level   -0.3465 Eh
Total charge   +3
Strongest force on any atom   0.009 Eh/bohr

Geometry as XYZ:
```
84
C36H36F3N4OP2SW (ωB97M-V/def2-TZVPD)
W 0.34 -0.14 -0.24
F -5.87 -0.88 0.72
C -4.57 -0.95 0.97
F -4.30 -0.28 2.09
F -4.24 -2.23 1.17
C -3.76 -0.38 -0.18
C -4.35 0.13 -1.33
C -3.56 0.64 -2.36
C -2.19 0.60 -2.22
N -1.61 0.11 -1.11
C -2.39 -0.35 -0.10
S -1.28 -0.89 1.18
H -5.43 0.14 -1.41
H -4.00 1.05 -3.25
H -1.53 0.97 -2.99
N 2.11 -2.70 -0.59
P 1.95 -1.76 0.83
C 1.48 -2.86 2.15
C 0.43 -3.76 1.95
C 0.05 -4.62 2.97
C 0.72 -4.57 4.19
C 1.76 -3.68 4.39
C 2.15 -2.82 3.38
C 3.54 -1.04 1.23
C 3.60 0.14 1.98
C 4.83 0.66 2.35
C 6.00 0.02 1.97
C 5.94 -1.15 1.22
C 4.71 -1.68 0.85
P 0.98 -1.99 -1.61
C 0.25 -3.12 -2.76
C -1.01 -3.65 -2.46
C -1.58 -4.57 -3.33
C -0.89 -4.95 -4.47
C 0.36 -4.42 -4.77
C 0.94 -3.50 -3.91
C 1.76 -0.60 -2.47
C 1.04 -0.03 -3.54
C 1.65 0.88 -4.38
C 2.98 1.22 -4.18
C 3.70 0.68 -3.12
C 3.10 -0.23 -2.27
H 2.45 -3.65 -0.64
H -0.08 -3.81 0.99
H -0.75 -5.33 2.81
H 0.42 -5.24 4.98
H 2.27 -3.65 5.34
H 2.97 -2.14 3.54
H 2.69 0.63 2.30
H 4.88 1.56 2.95
H 6.96 0.42 2.26
H 6.85 -1.66 0.93
H 4.68 -2.60 0.28
H -1.53 -3.35 -1.56
H -2.55 -4.99 -3.11
H -1.34 -5.67 -5.15
H 0.88 -4.73 -5.66
H 1.91 -3.08 -4.14
H 0.03 -0.38 -3.75
H 1.10 1.29 -5.22
H 3.47 1.91 -4.86
H 4.74 0.94 -2.99
H 3.67 -0.69 -1.47
C 0.03 2.22 2.65
N 0.93 3.09 1.89
C 1.23 4.43 2.44
C 2.51 4.96 1.84
C 2.41 4.93 0.33
N 1.99 3.58 -0.13
C 2.39 3.24 -1.49
C 1.33 2.77 0.66
O 1.01 1.57 0.22
H -0.05 2.64 3.65
H 0.42 1.21 2.74
H -0.96 2.20 2.21
H 1.31 4.32 3.52
H 0.39 5.09 2.23
H 3.36 4.36 2.17
H 2.68 5.98 2.17
H 3.38 5.13 -0.13
H 1.70 5.66 -0.05
H 3.44 2.94 -1.51
H 2.27 4.13 -2.11
H 1.77 2.44 -1.89
```

The following is a quantum chemistry calculation of an isolated molecule of C4H7NO3 in a non-equilibrium geometry, from the OMol25 dataset.

Properties
E_tot   -11887.3065 eV
Frontier orbital gap   10.5 eV
HOMO   -9.81 eV
LUMO level   0.0242 Eh
SMILES   CON1C[C@H](O)C1=O
Strongest force on any atom   0.110 Eh/bohr

Geometry as XYZ:
```
15
C4H7NO3 (ωB97M-V/def2-TZVPD)
C 2.51 0.13 0.22
O 1.51 0.69 -0.70
N 0.18 0.10 -0.34
C -0.56 -1.09 -0.39
C -1.73 -0.13 0.32
O -2.95 -0.01 -0.32
C -0.74 0.97 0.16
O -1.05 2.08 -0.18
H 2.97 1.16 0.71
H 3.65 -0.30 -0.31
H 1.99 -0.77 0.96
H -0.79 -1.36 -1.33
H -0.36 -2.13 0.04
H -1.78 -0.46 1.40
H -2.85 1.13 -0.25
```

The following is a quantum chemistry calculation of a cluster of 2 separate species, C4H9N2O2 in total in a non-equilibrium geometry, from the OMol25 dataset.

Properties
E_tot   -11362.0505 eV
Frontier orbital gap   3.0 eV
HOMO   -2.23 eV
LUMO level   0.0274 Eh
Total charge   -1
Strongest force on any atom   0.047 Eh/bohr

Geometry as XYZ:
```
17
C4H9N2O2 (ωB97M-V/def2-TZVPD)
O 0.47 2.92 -2.18
C 0.25 1.81 -1.69
N -0.83 1.31 -1.17
C -0.79 0.21 -0.26
C 1.58 1.04 -1.56
N 2.00 0.28 -0.55
C -1.29 -1.75 2.45
O -2.41 -1.41 1.72
H 2.84 -0.22 -0.83
H -0.62 -0.80 -0.65
H -0.06 0.41 0.53
H -1.77 0.16 0.22
H 2.29 1.54 -2.23
H 1.19 -0.10 -1.66
H -1.06 -2.82 2.34
H -1.41 -1.36 3.47
H -0.38 -1.22 2.06
```

The following is a quantum chemistry calculation of a structure of composition C6H18N6O12 in a non-equilibrium geometry, from the OMol25 dataset.

Properties
E_tot   -39991.8227 eV
Frontier orbital gap   7.1 eV
HOMO   -9.70 eV
LUMO level   -0.0951 Eh
Strongest force on any atom   0.367 Eh/bohr

Geometry as XYZ:
```
42
C6H18N6O12 (ωB97M-V/def2-TZVPD)
C 11.22 -4.87 24.81
N 10.83 -3.60 24.13
O 9.96 -3.53 23.27
O 11.25 -2.60 24.71
H 11.31 -5.61 24.02
H 10.43 -5.18 25.50
H 12.17 -4.76 25.32
C 6.90 -10.02 28.84
N 7.08 -8.68 28.18
O 8.14 -8.59 27.56
O 6.13 -7.87 28.24
H 7.86 -10.49 28.64
H 5.97 -10.45 28.45
H 6.85 -9.85 29.91
C 6.69 -7.80 23.72
N 7.29 -8.96 22.88
O 6.74 -9.22 21.83
O 8.23 -9.54 23.38
H 6.99 -6.85 23.28
H 7.04 -7.94 24.74
H 5.62 -8.00 23.62
C 8.54 -7.63 26.30
N 9.47 -6.42 26.32
O 10.64 -6.56 26.49
O 8.90 -5.36 26.21
H 9.07 -8.48 26.73
H 8.32 -7.82 25.25
H 7.64 -7.67 26.91
C 12.54 -6.65 27.34
N 13.15 -7.10 26.00
O 14.20 -7.73 26.06
O 12.45 -6.91 24.97
H 11.54 -7.09 27.24
H 12.20 -5.61 27.42
H 13.05 -7.01 28.23
C 7.07 -4.72 27.28
N 6.79 -3.75 28.39
O 5.93 -3.94 29.20
O 7.47 -2.70 28.51
H 7.33 -5.71 27.65
H 8.00 -4.35 26.85
H 6.19 -4.77 26.64
```